{
  "formula": "C17H7Cl6INO2S2Sr",
  "method": "ωB97M-V/def2-TZVPD",
  "species": ["Sr", "Cl", "C", "C", "C", "I", "C", "O", "C", "N", "C", "C", "C", "C", "H", "H", "H", "H", "Cl", "C", "C", "C", "Cl", "C", "Cl", "C", "Cl", "C", "Cl", "C", "O", "C", "S", "S", "H", "H", "H"],
  "coordinates": [[1.064, 0.352, -1.691], [-3.217, -5.203, 0.577], [-2.358, -3.987, -0.345], [-2.611, -3.934, -1.683], [-1.951, -2.991, -2.472], [-2.296, -2.947, -4.522], [-1.032, -2.076, -1.961], [-0.384, -1.235, -2.699], [-0.815, -2.130, -0.523], [0.149, -1.198, -0.171], [0.666, -1.726, 2.766], [-0.364, -2.605, 2.639], [-1.242, -3.224, 1.700], [-1.435, -3.101, 0.293], [-3.315, -4.624, -2.127], [2.141, -2.080, 0.821], [-0.551, -3.004, 3.640], [-1.883, -3.954, 2.169], [1.053, -1.089, 1.131], [1.698, 0.344, 0.874], [2.481, 1.200, 1.582], [3.158, 2.249, 0.805], [2.958, 2.605, -0.891], [4.011, 2.929, 1.608], [5.027, 4.235, 1.194], [3.889, 2.363, 2.939], [4.742, 2.940, 4.303], [2.980, 1.347, 2.918], [2.511, 0.453, 4.303], [-2.455, 4.618, -2.545], [-2.270, 3.696, -1.476], [-1.302, 2.768, -1.559], [-1.194, 1.736, -0.243], [-0.312, 2.710, -2.944], [-3.288, 5.246, -2.236], [-2.694, 4.096, -3.471], [-1.560, 5.219, -2.700]],
  "nbo_charge": [1.749, -0.042, -0.029, -0.270, -0.231, 0.114, 0.304, -0.880, 0.175, -0.889, -0.313, -0.393, -0.153, -0.193, 0.229, -0.060, 0.229, 0.214, 1.269, -0.529, -0.161, -0.052, -0.005, -0.132, 0.040, -0.111, 0.036, -0.093, 0.057, -0.262, -0.518, 0.041, -0.281, -0.430, 0.185, 0.195, 0.192],
  "total_charge": -1,
  "orbital_gap_ev": [5.485, 5.586],
  "homo_ha": [-0.172, -0.162],
  "lumo_ev": [0.82, 1.19],
  "energy_ev": -129059.3166
}

=====

{
  "formula": "C17H8Cl3F2NOPd",
  "method": "ωB97M-V/def2-TZVPD",
  "species": ["Pd", "F", "C", "C", "C", "C", "C", "F", "C", "C", "C", "C", "C", "C", "N", "H", "H", "H", "H", "H", "H", "Cl", "C", "C", "C", "Cl", "C", "O", "C", "Cl", "C", "H", "H"],
  "coordinates": [[-0.552, 0.741, 0.019], [0.385, 3.271, 4.531], [0.893, 2.707, 3.425], [0.028, 2.136, 2.507], [0.566, 1.560, 1.370], [1.953, 1.551, 1.155], [2.767, 2.137, 2.115], [4.103, 2.155, 1.943], [2.265, 2.722, 3.259], [2.365, 0.926, -0.098], [3.654, 0.710, -0.571], [3.828, 0.086, -1.794], [2.723, -0.316, -2.530], [1.468, -0.077, -2.007], [1.303, 0.525, -0.829], [-1.038, 2.147, 2.702], [2.917, 3.175, 3.991], [4.500, 1.027, 0.017], [4.827, -0.087, -2.171], [2.823, -0.804, -3.488], [0.559, -0.362, -2.522], [-5.494, -4.571, -0.432], [-4.407, -3.238, -0.696], [-3.597, -2.801, 0.331], [-2.738, -1.742, 0.093], [-1.698, -1.228, 1.413], [-2.636, -1.062, -1.137], [-1.866, -0.042, -1.370], [-3.492, -1.570, -2.143], [-3.441, -0.812, -3.701], [-4.357, -2.624, -1.939], [-3.625, -3.276, 1.301], [-4.989, -2.966, -2.746]],
  "nbo_charge": [0.861, -0.313, 0.445, -0.361, -0.048, -0.246, 0.461, -0.322, -0.375, 0.232, -0.237, -0.134, -0.259, 0.066, -0.446, 0.239, 0.250, 0.246, 0.227, 0.235, 0.240, -0.005, -0.071, -0.232, -0.115, 0.000, 0.304, -0.806, -0.091, 0.011, -0.230, 0.238, 0.240],
  "orbital_gap_ev": 7.098,
  "homo_ha": -0.286,
  "lumo_ev": -0.69,
  "energy_ev": -67778.3540
}

=====

{
  "formula": "C17H9INO4Pt",
  "method": "ωB97M-V/def2-TZVPD",
  "species": ["Pt", "O", "C", "O", "C", "C", "C", "N", "C", "C", "C", "O", "O", "H", "H", "H", "I", "C", "C", "C", "C", "C", "C", "C", "C", "C", "C", "H", "H", "H", "H", "H", "H"],
  "coordinates": [[0.712, -0.671, -0.705], [-0.528, -6.020, 3.705], [-0.737, -4.842, 4.036], [-1.205, -4.346, 5.076], [-0.353, -3.791, 2.949], [-0.527, -2.434, 3.196], [-0.188, -1.517, 2.221], [0.286, -1.906, 1.036], [0.465, -3.215, 0.782], [0.171, -4.181, 1.720], [0.987, -3.474, -0.627], [1.765, -4.374, -0.850], [0.499, -2.617, -1.486], [-0.927, -2.133, 4.154], [-0.284, -0.449, 2.372], [0.330, -5.232, 1.522], [2.406, 0.323, -2.789], [1.396, 2.146, -2.583], [1.820, 3.192, -3.351], [1.167, 4.437, -3.263], [0.111, 4.588, -2.416], [-0.344, 3.511, -1.616], [-1.448, 3.684, -0.747], [-1.897, 2.645, 0.011], [-1.257, 1.391, -0.061], [-0.162, 1.163, -0.866], [0.304, 2.245, -1.682], [2.657, 3.068, -4.025], [1.511, 5.262, -3.874], [-0.403, 5.539, -2.338], [-1.927, 4.655, -0.706], [-2.746, 2.773, 0.671], [-1.654, 0.577, 0.535]],
  "mulliken_spin": [1.327, 0.000, -0.001, 0.000, 0.001, 0.008, -0.007, 0.113, -0.016, -0.001, 0.031, 0.025, 0.112, 0.001, -0.004, 0.001, 0.132, 0.000, 0.010, -0.012, 0.014, -0.017, 0.056, -0.018, 0.054, 0.147, 0.033, -0.006, -0.001, 0.001, 0.003, -0.002, 0.015],
  "spin_multiplicity": 3,
  "total_charge": -1,
  "orbital_gap_ev": [7.138, 6.039],
  "homo_ha": [-0.189, -0.197],
  "lumo_ev": [2.00, 0.67],
  "s_squared": 2.011,
  "energy_ev": -38803.4504
}